#a
The molecule C5H7P. Source: the OMol25 dataset; level of theory: wB97M-V/def2-TZVPD.

Results
- LUMO level (eV) = 0.66

```
! RIJCOSX wB97M-V def2-TZVPD def2/J DEFGRID3
* xyz 0 1
H -2.041 -0.279 0.853
P -0.917 1.710 0.727
H 1.283 -1.037 -1.753
H 1.377 1.832 1.233
C 0.624 1.123 0.950
C -0.291 -0.831 -0.064
H 0.346 0.465 -1.478
C 1.011 -0.209 0.390
H -0.392 -1.870 0.120
H -2.051 0.102 -0.868
C -1.465 0.007 0.049
C 0.694 -0.379 -1.103
H 1.823 -0.633 0.943
*
```



#b
The molecule C5H7P. Source: the OMol25 dataset; level of theory: wB97M-V/def2-TZVPD.

Results
- LUMO level (spin up / spin down) (eV) = -0.44 / -0.44

```
! RIJCOSX wB97M-V def2-TZVPD def2/J DEFGRID3
* xyz 0 1
H -0.291 -2.563 1.770
H -0.644 2.202 0.530
H -1.007 -0.271 3.586
C -0.540 -1.531 1.467
C -0.117 0.238 -0.162
H 0.786 -0.690 -2.007
H 0.528 -1.790 -0.246
C -0.742 1.122 0.653
P -1.701 -0.600 2.417
C 0.006 -1.137 0.325
C 0.254 0.290 -1.654
H -0.733 0.354 -2.174
H 0.798 1.186 -1.982
*
```



Quick one: most stable of them? #a



#a
A cluster of 3 separate species, C3H12N3S in total. Source: the OMol25 dataset; level of theory: wB97M-V/def2-TZVPD.

Results
- LUMO level (eV) = -2.87

```
! RIJCOSX wB97M-V def2-TZVPD def2/J DEFGRID3
* xyz 1 1
N -1.447 -1.809 -0.485
C -1.634 -1.464 -1.634
H 1.231 2.530 -1.416
H -2.093 -0.235 -3.120
H 1.920 -0.693 -0.427
H -2.015 -2.409 0.096
C -0.079 0.146 2.133
N 0.358 0.043 0.682
H -0.615 3.540 -1.982
S -0.159 2.372 -1.530
H -1.109 0.140 2.010
H 0.245 1.034 0.413
H 2.072 -1.240 1.186
H 0.504 -0.736 2.617
C 1.746 -0.487 0.547
N -1.691 -1.056 -2.764
H -0.189 -0.817 0.199
H 2.599 0.167 0.806
H 0.355 0.973 2.668
*
```



#b
A cluster of 2 separate species, C3H12N3S in total. Source: the OMol25 dataset; level of theory: wB97M-V/def2-TZVPD.

Results
- LUMO level (eV) = -6.60

```
! RIJCOSX wB97M-V def2-TZVPD def2/J DEFGRID3
* xyz 1 1
S -0.323 -0.834 -2.207
H 0.451 2.583 0.486
H 1.693 -0.827 -1.017
N -0.926 -0.177 1.353
H 0.257 -3.187 -2.156
H -1.595 0.194 0.644
H 1.528 -2.127 -2.980
N -1.263 1.936 2.398
N 0.756 2.007 1.285
C 0.665 -0.735 -0.674
H 1.361 1.326 0.799
H 0.463 0.229 -0.249
H -1.421 -0.181 2.253
H -0.006 -2.543 -3.798
C 0.482 -2.378 -2.841
H 0.353 -1.501 0.020
H -1.383 2.848 1.940
H -0.674 2.159 3.207
C -0.418 1.207 1.538
*
```



Quick one: most stable of them? #a



#a
A cluster of 5 separate species, C8H27O5 in total. Source: the OMol25 dataset; level of theory: wB97M-V/def2-TZVPD.

Results
- LUMO level (eV) = -2.41

```
! RIJCOSX wB97M-V def2-TZVPD def2/J DEFGRID3
* xyz 1 1
H -0.385 -3.757 1.464
C -1.343 -2.245 0.235
C 0.384 3.241 2.227
O 0.055 0.728 -2.065
H 0.123 0.557 -4.088
H -2.472 2.629 1.822
H -2.591 -0.599 -0.207
H -0.939 -1.528 1.955
H 0.487 -0.242 0.624
H -0.292 -0.829 -3.237
H 0.841 2.256 2.316
O 2.828 -1.216 -0.728
H 0.653 1.172 -0.024
H 2.352 -1.957 -1.110
O -0.620 -1.384 1.061
H -0.272 3.414 3.080
C -1.397 -3.578 1.103
H -1.766 -4.427 0.526
H -3.228 -2.198 -0.790
H -2.056 -3.446 1.961
H -0.764 -2.341 -0.683
C 0.427 -0.011 -3.208
O 0.276 2.928 -0.131
H -0.975 4.295 0.841
H -0.855 0.997 -2.208
C -0.517 3.319 1.000
H -1.451 1.304 1.375
H 1.181 3.985 2.209
H -2.261 2.276 0.185
H 4.356 -2.294 -1.641
H -3.418 -1.736 0.906
H 4.745 -0.536 -1.268
H 4.655 -1.703 -0.023
C -1.696 2.334 1.115
H 1.406 -0.485 -3.142
O 1.112 0.459 0.426
C -2.772 -1.647 0.033
C 4.207 -1.440 -0.981
H 1.877 0.168 -0.076
H 0.105 3.538 -0.852
*
```



#b
A cluster of 5 separate species, C8H27O5 in total. Source: the OMol25 dataset; level of theory: wB97M-V/def2-TZVPD.

Results
- LUMO level (eV) = -2.42

```
! RIJCOSX wB97M-V def2-TZVPD def2/J DEFGRID3
* xyz 1 1
H 0.646 0.186 3.765
H 4.141 -1.309 -1.897
H 3.172 -3.638 -2.428
C -3.303 -1.063 0.820
C -3.722 0.365 -1.222
H -1.096 5.052 0.953
H -2.603 0.958 0.495
H 0.115 -0.634 2.289
H 0.270 2.052 -0.227
H -2.637 -1.249 1.666
O -0.133 3.571 -0.162
H -1.524 -1.266 -0.796
C 2.118 -1.952 -1.600
H 0.419 -2.364 -0.665
H -3.450 1.301 -1.707
O 0.654 1.118 -0.199
H 2.509 -3.930 -0.837
H -4.737 0.515 -0.848
O 1.105 -1.694 -0.591
C 0.984 -0.317 2.857
C -0.121 4.574 0.871
H -0.397 3.979 -0.993
H 3.725 -1.678 -0.199
H -3.751 -0.466 -1.927
H 0.655 5.315 0.685
H 2.378 1.070 2.557
H 1.599 -1.169 3.138
H -4.287 -0.817 1.217
H 0.099 4.086 1.817
O 1.737 0.588 2.027
H -3.399 -2.009 0.277
O -1.471 -0.326 -0.597
H -0.041 0.435 -0.468
H 1.085 0.907 0.691
H 1.427 -3.881 -2.270
H 3.171 -0.181 -0.973
C 2.305 -3.445 -1.793
H 1.777 -1.481 -2.529
C 3.368 -1.242 -1.132
C -2.785 0.039 -0.068
*
```



Quick one: most stable of them? #b



#a
A cluster of 2 separate species, C5H14NO2 in total. Source: the OMol25 dataset; level of theory: wB97M-V/def2-TZVPD.

Results
- LUMO level (eV) = -3.02

```
! RIJCOSX wB97M-V def2-TZVPD def2/J DEFGRID3
* xyz 1 1
H -1.199 -2.414 -2.717
C -0.815 0.794 0.302
H 0.507 1.918 -0.964
H 2.138 0.522 -1.565
C -1.697 2.005 0.484
H -1.950 2.497 -0.445
C 2.191 -0.839 -0.019
H -1.291 0.090 -0.387
C 1.368 0.037 -0.962
H -1.619 0.049 2.046
H -2.601 1.861 1.085
H 0.074 0.204 2.207
H 1.092 1.716 0.602
H -0.717 -0.980 1.285
N -0.708 -0.020 1.609
H -2.554 -1.777 -2.492
H 3.080 -1.372 -0.393
O 1.928 -0.947 1.153
O -1.756 -2.056 -2.004
C 0.585 1.154 -0.189
H 0.562 -0.424 -1.530
H -1.152 2.732 1.099
*
```



#b
The ion C5H14NO2 with charge +1. Source: the OMol25 dataset; level of theory: wB97M-V/def2-TZVPD.

Results
- LUMO level (eV) = -2.86

```
! RIJCOSX wB97M-V def2-TZVPD def2/J DEFGRID3
* xyz 1 1
H 0.049 -1.974 -0.133
C -2.204 -0.888 -0.154
C -1.478 0.109 0.718
H -2.136 -0.690 -1.197
C -0.228 0.789 0.119
H -1.398 1.947 -0.999
H -1.939 -1.914 0.162
H -2.195 1.004 0.824
H 0.674 2.364 0.589
H 0.925 -1.178 1.305
O 0.348 1.609 1.082
H -3.373 -0.924 0.168
H 1.834 -2.116 0.070
H 0.851 -0.276 -1.453
N 0.973 -0.155 -0.484
H 3.042 -0.255 -0.607
O -0.541 1.464 -1.022
H 2.476 1.255 -1.177
H 2.363 0.967 0.621
H -1.268 -0.301 1.663
C 2.338 0.553 -0.374
C 0.887 -1.391 0.277
*
```



Quick one: most stable of them? #a



#a
A structure of composition C5H14NO2. Source: the OMol25 dataset; level of theory: wB97M-V/def2-TZVPD.

Results
- LUMO level (eV) = -3.07

```
! RIJCOSX wB97M-V def2-TZVPD def2/J DEFGRID3
* xyz 1 1
H -2.033 0.175 -1.525
H -0.938 -1.915 -0.496
H -0.979 2.052 1.094
H 3.118 -0.378 -0.441
C -1.844 1.757 0.346
C 0.065 -0.613 0.533
C 1.138 0.367 -0.010
H -2.358 -0.185 1.253
H 0.109 -2.680 0.145
H -2.860 2.032 0.618
N 0.014 -1.772 -0.246
H 2.408 -0.922 1.112
H 0.714 1.353 0.154
H 3.064 0.653 0.947
H 1.684 0.781 -1.990
H -1.660 1.928 -0.698
H 0.634 -1.737 -1.095
O 1.002 0.202 -1.448
H 0.222 -0.818 1.557
O -2.204 -0.458 -0.745
C 2.498 -0.052 0.482
C -1.794 0.232 0.455
*
```



#b
A cluster of 2 separate species, C5H14NO2 in total. Source: the OMol25 dataset; level of theory: wB97M-V/def2-TZVPD.

Results
- LUMO level (eV) = -2.79

```
! RIJCOSX wB97M-V def2-TZVPD def2/J DEFGRID3
* xyz 1 1
H 1.190 -0.409 1.224
O 0.351 0.784 2.658
C -0.287 1.406 -0.926
H 0.418 1.356 3.426
H -1.409 0.143 0.527
H 0.983 0.748 -2.733
H 1.829 -1.124 -1.303
H -1.757 -4.601 0.090
N 0.606 -0.474 0.383
O -1.641 -3.842 -0.510
H -0.318 -0.295 -2.105
H 2.291 0.351 -0.471
C -0.091 1.559 1.564
H 0.676 2.307 1.317
C -0.463 0.650 0.400
H 0.191 -1.400 0.276
H -0.963 2.198 1.768
C 1.444 -0.209 -0.859
H -2.534 -3.582 -0.808
H 0.303 2.311 -0.797
H -1.276 1.694 -1.281
C 0.456 0.432 -1.841
*
```



#c
The ion C5H14NO2 with charge +1. Source: the OMol25 dataset; level of theory: wB97M-V/def2-TZVPD.

Results
- LUMO level (eV) = -3.05

```
! RIJCOSX wB97M-V def2-TZVPD def2/J DEFGRID3
* xyz 1 1
H -0.350 0.337 2.116
H 1.436 1.927 0.200
O -0.701 -2.928 -0.154
C -0.574 2.214 -0.362
N 0.411 -0.918 -1.264
H 0.509 2.694 -2.106
C -0.071 -2.081 0.852
H -1.676 1.682 -0.226
H 0.265 -0.150 -1.926
H 1.380 -1.157 -1.232
C 0.402 1.807 0.638
H -0.450 -2.379 1.853
H -0.978 -3.774 0.178
H 0.397 2.543 1.540
H -0.635 3.303 -0.403
H 1.243 -0.092 1.497
O -0.138 1.999 -1.782
H 0.980 -2.560 0.989
C -0.181 -0.661 0.193
H -1.307 -0.478 -0.121
C 0.298 0.327 1.241
H -0.261 -1.654 -1.719
*
```



#d
A cluster of 2 separate species, C5H14NO2 in total. Source: the OMol25 dataset; level of theory: wB97M-V/def2-TZVPD.

Results
- LUMO level (eV) = -3.24

```
! RIJCOSX wB97M-V def2-TZVPD def2/J DEFGRID3
* xyz 1 1
H -2.887 -0.573 -1.231
H 1.842 1.433 -0.651
H -1.470 0.119 -1.697
O -0.145 1.954 -0.388
C -1.845 -0.633 -1.103
C 1.712 -1.269 -0.002
H 1.289 -2.162 0.414
H 0.632 0.824 -1.764
H -1.720 -1.485 -1.706
H 1.014 -0.475 2.121
H 1.729 -1.615 -1.124
C 0.778 -0.097 0.167
H -1.880 1.093 0.475
H 1.538 0.978 1.915
O -1.847 0.307 1.106
N 0.750 0.341 1.564
H -1.339 -1.690 1.013
H -0.072 2.843 -0.578
H 2.752 -0.861 0.250
H -0.233 0.656 1.680
C 0.888 1.037 -0.801
C -1.487 -0.727 0.341
*
```



Quick one: most stable of them? #b



#a
A cluster of 2 separate species, C5H14NO2 in total. Source: the OMol25 dataset; level of theory: wB97M-V/def2-TZVPD.

Results
- LUMO level (eV) = -3.05

```
! RIJCOSX wB97M-V def2-TZVPD def2/J DEFGRID3
* xyz 1 1
C 1.556 -1.582 0.156
H 0.558 0.886 -0.847
H 2.220 -1.700 1.015
C -0.201 1.724 0.877
H -1.064 2.142 0.297
H 1.401 -3.612 0.000
H -3.081 1.435 -1.668
O -2.140 1.305 -1.837
H -0.885 -0.368 -1.342
H -1.611 -1.450 -0.396
H 1.729 0.818 0.446
H -2.027 1.671 -2.723
H 2.122 -1.115 -0.680
C 0.219 -0.805 0.473
H -0.367 -0.992 1.347
H 1.042 1.788 2.495
C 0.133 2.162 2.093
N -0.677 -1.172 -0.723
H -0.358 2.931 2.657
C 0.674 0.676 0.237
O 1.169 -2.824 -0.506
H -0.413 -1.918 -1.369
*
```



#b
A cluster of 3 separate species, C5H14NO2 in total. Source: the OMol25 dataset; level of theory: wB97M-V/def2-TZVPD.

Results
- LUMO level (eV) = -4.31

```
! RIJCOSX wB97M-V def2-TZVPD def2/J DEFGRID3
* xyz 1 1
C 0.663 -0.313 1.369
H -1.554 -0.476 -2.894
H 1.398 1.202 -2.562
C 1.235 0.409 -1.850
H 0.318 -2.267 2.001
H 0.192 3.001 -1.757
H 1.969 -0.392 -1.916
O -0.560 2.472 -2.038
H -2.586 -1.086 -1.998
C -0.174 -1.019 3.662
H 0.140 -0.198 4.296
H 0.970 0.719 1.506
H -1.142 -0.638 3.313
O -1.848 -0.462 -1.973
H -0.364 -1.942 4.206
H -1.293 3.030 -2.321
C 0.700 -1.359 2.456
H 0.055 -1.627 -0.194
N 0.386 0.359 -0.918
H -0.409 1.033 -0.970
C 0.451 -0.665 0.106
H 1.750 -1.362 2.750
*
```



#c
A cluster of 2 separate species, C5H14NO2 in total. Source: the OMol25 dataset; level of theory: wB97M-V/def2-TZVPD.

Results
- LUMO level (eV) = -3.35

```
! RIJCOSX wB97M-V def2-TZVPD def2/J DEFGRID3
* xyz 1 1
H 2.048 1.786 -0.025
H -0.044 -5.646 -0.318
H -0.305 3.762 -2.137
H 0.431 -0.737 2.456
H 0.034 -0.465 -1.354
N 0.165 0.125 1.990
C 0.826 0.149 0.584
H -0.856 0.098 1.877
H 1.497 3.556 -2.000
O -0.685 -4.902 -0.394
H 0.626 2.385 1.016
C 0.523 3.218 -1.687
C 0.180 2.229 -0.873
H -0.185 -1.706 -0.205
H -1.962 0.148 -0.761
C -0.177 -0.602 -0.291
O -1.501 -0.212 -0.009
H -0.888 2.026 -0.814
H 0.366 0.988 2.485
H -1.087 -4.784 0.484
C 1.022 1.665 0.297
H 1.734 -0.418 0.729
*
```



Quick one: most stable of them? #a



#a
The molecule C2H10N4O. Source: the OMol25 dataset; level of theory: wB97M-V/def2-TZVPD.

Results
- LUMO level (eV) = 1.02

```
! RIJCOSX wB97M-V def2-TZVPD def2/J DEFGRID3
* xyz 0 1
N -0.772 1.762 -0.220
H -2.502 -0.262 1.147
N 0.554 -0.167 0.161
H -1.497 2.189 -0.782
H 1.667 -1.908 0.348
H 1.740 1.455 -0.035
H -1.036 1.774 0.758
N 1.475 0.756 0.662
H -0.219 0.441 -1.728
C 1.132 -1.361 -0.429
H 1.816 -1.109 -1.253
H 2.329 0.320 0.999
H -1.065 -0.875 1.560
O -1.602 -0.454 -0.605
H 0.332 -1.993 -0.805
C -0.526 0.415 -0.665
N -1.825 -0.982 0.887
*
```



#b
A cluster of 2 separate species, C2H10N4O in total. Source: the OMol25 dataset; level of theory: wB97M-V/def2-TZVPD.

Results
- LUMO level (eV) = 0.55

```
! RIJCOSX wB97M-V def2-TZVPD def2/J DEFGRID3
* xyz 0 1
H -2.292 -0.923 -0.030
N -2.303 -0.706 -1.039
H 0.452 -1.728 0.417
H 2.542 -0.817 0.846
H 0.700 1.708 -0.884
H 1.240 1.894 0.794
N 2.193 -0.679 -0.099
H -1.276 0.581 1.907
H 2.610 -1.376 -0.709
O -1.040 -0.135 -1.317
C -0.071 0.222 0.468
N -0.783 -0.189 1.463
C 0.397 1.612 0.157
H -2.974 0.058 -1.134
H -0.431 2.299 0.329
N 0.778 -0.893 -0.082
H 0.260 -0.930 -1.088
*
```



Quick one: most stable of them? #a



#a
The molecule C17H30FN3O6S. Source: the OMol25 dataset; level of theory: wB97M-V/def2-TZVPD.

Results
- LUMO level (eV) = 0.25

```
! RIJCOSX wB97M-V def2-TZVPD def2/J DEFGRID3
* xyz 0 1
H 1.305 -0.362 -4.380
C 0.213 -0.165 0.057
H -1.611 3.276 -0.887
C 0.772 -0.178 5.542
C -0.032 4.386 0.069
O -2.273 5.714 0.010
H 2.397 -0.492 0.349
F 0.368 -0.841 -1.137
H 0.436 1.024 8.802
C 0.897 -1.696 5.393
H -0.377 3.814 -1.989
C 1.436 1.982 6.549
H -0.502 -1.784 3.743
S -0.710 6.003 -0.131
C 1.222 0.496 6.853
O -0.329 6.814 0.980
N 0.144 2.128 -0.862
H -0.272 0.107 5.346
H 2.215 2.121 5.796
O -1.572 1.378 0.414
H -0.285 4.055 1.076
H 2.427 -1.135 7.665
H 0.562 -3.177 3.853
O -0.488 1.035 -3.365
C 1.171 1.838 -1.843
H -2.549 6.016 0.888
C 0.158 0.397 7.951
C 0.057 -2.500 6.382
N 1.602 0.202 -3.603
H 1.355 0.274 4.732
H -1.204 -0.618 1.700
H 0.034 -0.617 8.327
H 1.051 4.522 0.017
C -0.360 -1.054 1.170
H 1.945 -1.973 5.535
H 2.031 1.349 -1.374
H 0.465 -2.450 7.390
H 3.305 -0.064 6.572
O 2.697 -1.518 3.107
H 1.738 2.524 7.448
C 0.664 0.973 -3.000
C 2.540 -0.096 7.352
C 0.527 -2.088 3.962
O -0.488 6.417 -1.472
H -0.975 -2.142 6.417
C 1.489 -1.498 2.953
N 0.931 -0.932 1.853
H 0.036 -3.555 6.100
H 2.910 0.469 8.211
C 1.534 -0.060 0.860
H 1.765 0.933 1.249
H 1.530 2.783 -2.249
H 0.518 2.442 6.173
C -0.521 1.164 -0.154
H -0.813 0.743 7.588
H -0.581 -2.067 0.831
H 2.547 0.138 -3.273
C -0.537 3.412 -0.990
*
```



#b
The molecule C17H30FN3O6S. Source: the OMol25 dataset; level of theory: wB97M-V/def2-TZVPD.

Results
- LUMO level (eV) = 0.24

```
! RIJCOSX wB97M-V def2-TZVPD def2/J DEFGRID3
* xyz 0 1
H 3.248 1.550 4.323
F -0.596 2.674 -2.673
O -1.396 -4.394 -3.207
C 1.584 1.025 3.024
H -1.581 3.762 -0.605
C 0.700 -1.740 4.053
C -0.472 2.051 -1.436
H -1.900 2.223 0.264
H 0.127 -2.089 -3.212
S -2.431 -3.562 -2.691
N 0.130 2.905 0.380
H 0.805 2.523 -4.950
C -2.000 -1.876 -2.982
H -2.121 -1.709 -4.052
H 0.834 -0.973 4.819
C 0.139 -1.154 2.758
H 1.506 3.027 -1.267
C -0.568 -1.599 -2.535
C 1.105 -0.132 2.128
H 0.853 1.188 3.819
C 2.946 0.744 3.651
H 1.985 -0.665 1.744
H 2.942 -0.183 4.222
H -2.717 -1.270 -2.431
H -1.901 -1.204 3.484
C -0.010 0.643 -4.840
C -1.210 -0.487 3.034
H 0.870 -2.791 1.521
H 0.583 0.264 1.250
H -0.770 -3.026 2.134
C 0.880 2.312 -0.728
H 1.433 -0.398 -3.696
H -0.089 2.006 -6.331
H 1.457 1.421 -0.476
H 1.663 -2.228 3.885
O -3.803 -3.760 -3.037
H -1.119 0.362 3.713
O -0.797 -0.150 -5.313
H -0.416 -1.993 -1.530
C 1.653 2.337 2.231
C 0.670 0.359 -3.502
N 0.383 1.775 -5.471
C -1.169 2.803 -0.294
H -0.483 -1.890 0.814
H -1.656 -0.121 2.106
O -2.308 -3.674 -1.101
O -0.661 2.884 2.481
H 2.374 2.245 1.414
H 1.184 1.234 -3.115
H -3.167 -3.463 -0.706
H 1.997 3.148 2.877
C -0.831 0.566 -1.536
C -0.071 -2.282 1.747
O -1.559 0.065 -0.696
H 0.013 -2.487 4.455
C 0.281 2.724 1.730
H 3.712 0.650 2.876
N -0.256 -0.170 -2.519
*
```



Quick one: most stable of them? #b